(1)
A cluster of 2 separate species, C16H14NO7S2 in total, computed with wB97M-V/def2-TZVPD.

- HOMO (Eh) = -0.118
- relative energy (zero: lowest compared OMol25 entry of this formula, charge and spin) (kcal/mol) = 8.7
- gap between HOMO and LUMO (eV) = 5.35
- charge = -1

CARTESIAN COORDINATES (ANGSTROEM)
C  0.8783  -0.1710  -3.3652
N  2.2098  -0.1995  -3.4921
O  2.8596  0.9012  -3.4992
O  2.8325  -1.3095  -3.5502
H  0.3585  -1.1304  -3.3461
H  0.3771  0.7914  -3.4682
C  4.7780  2.8080  1.9526
O  3.4648  3.4309  1.8484
C  2.5092  2.8369  1.0933
C  2.7088  1.6215  0.4017
C  1.6263  1.0089  -0.2148
C  0.3728  1.6334  -0.3223
C  -0.7104  0.9742  -1.0499
C  -1.1904  -0.2496  -0.7054
S  -2.7229  -0.9302  -1.3382
O  -3.7337  0.1033  -1.2969
O  -2.4814  -1.7125  -2.5219
C  -3.0565  -2.0500  0.0153
C  -2.0568  -2.1993  0.9569
C  -2.2316  -3.0544  2.0516
C  -3.4300  -3.7644  2.1763
C  -4.4435  -3.6068  1.2255
C  -4.2635  -2.7442  0.1419
S  -0.5919  -1.1977  0.7053
O  0.4828  -2.0754  0.3066
O  -0.4828  -0.3322  1.8552
C  0.2261  2.9112  0.2756
C  1.2464  3.4831  1.0093
H  5.3440  3.5035  2.5743
H  4.7103  1.8255  2.4428
H  5.2526  2.7061  0.9654
H  3.6945  1.1502  0.3803
H  1.7662  0.0223  -0.6484
H  -1.2281  1.5431  -1.8300
H  -1.4302  -3.1490  2.7856
H  -3.5673  -4.4381  3.0221
H  -5.3806  -4.1534  1.3224
H  -5.0404  -2.5927  -0.6074
H  -0.7556  3.3820  0.2111
H  1.0988  4.4235  1.5368

=====

(2)
A structure of composition C33H53N4O2P2Ti, computed with wB97M-V/def2-TZVPD.

- HOMO (spin up / spin down) (Eh) = -0.311 / -0.312
- multiplicity = 3
- gap between HOMO and LUMO (spin up / spin down) (eV) = 5.86 / 5.52
- charge = +1

CARTESIAN COORDINATES (ANGSTROEM)
C  0.3776  -1.0928  -2.5561
C  1.4980  0.9616  -2.2288
C  0.5812  -1.0263  -3.9287
C  1.9066  0.9397  -3.5832
C  1.4128  -0.0231  -4.4388
H  0.1208  -1.7804  -4.5581
H  2.5524  1.7490  -3.9167
H  1.6643  -0.0174  -5.4965
N  0.8440  -0.1424  -1.7179
P  0.4161  -2.6144  -0.2868
P  0.9734  2.3697  0.1709
C  -0.3703  -2.2580  -1.9281
H  -1.4377  -2.0087  -1.8026
H  -0.3447  -3.1372  -2.5879
C  1.6794  2.1015  -1.4171
H  2.3495  2.8653  -1.8234
C  -0.4170  3.6184  -0.3183
C  2.2925  3.2598  1.2453
C  -0.9043  -3.6302  0.6079
C  1.9096  -3.6338  -0.8645
C  -1.4879  3.5322  0.7766
H  -1.1077  3.8748  1.7484
H  -2.3287  4.1856  0.5029
H  -1.8753  2.5151  0.8914
C  0.0831  5.0579  -0.4806
H  0.4475  5.5054  0.4493
H  0.8546  5.1286  -1.2580
H  -0.7657  5.6726  -0.8183
C  -0.9946  3.2267  -1.6871
H  -1.8650  3.8629  -1.9079
H  -0.2600  3.3648  -2.4907
H  -1.3338  2.1886  -1.7155
C  1.5926  3.8483  2.4839
H  1.0270  3.0794  3.0290
H  2.3608  4.2392  3.1676
H  0.9166  4.6789  2.2484
C  3.3471  2.2510  1.7194
H  2.9307  1.4584  2.3467
H  3.8840  1.7903  0.8834
H  4.0855  2.7964  2.3289
C  3.0558  4.3365  0.4651
H  2.4269  5.1428  0.0817
H  3.7803  4.7961  1.1556
H  3.6151  3.9018  -0.3716
C  2.5802  -4.2086  0.3909
H  3.4857  -4.7467  0.0771
H  2.8940  -3.4147  1.0807
H  1.9385  -4.9254  0.9176
C  2.9158  -2.7281  -1.6014
H  2.5069  -2.3371  -2.5411
H  3.2586  -1.8935  -0.9879
H  3.7956  -3.3440  -1.8469
C  1.5527  -4.7574  -1.8519
H  2.4813  -5.3061  -2.0745
H  0.8376  -5.4816  -1.4528
H  1.1685  -4.3680  -2.8039
C  -2.2178  -2.8267  0.6468
H  -2.6385  -2.6554  -0.3531
H  -2.9623  -3.4034  1.2193
H  -2.1004  -1.8542  1.1389
C  -0.4323  -3.8753  2.0485
H  -0.1992  -2.9449  2.5817
H  -1.2418  -4.3786  2.5962
H  0.4536  -4.5185  2.0964
C  -1.1602  -4.9691  -0.0904
H  -1.3581  -4.8559  -1.1643
H  -0.3392  -5.6802  0.0641
H  -2.0567  -5.4235  0.3573
Ti  0.6151  -0.1712  0.4177
C  2.4235  -0.6809  0.8739
O  3.5385  -0.9524  1.1982
N  -1.4066  0.1463  -0.0075
C  -2.2341  0.5427  -0.7623
C  -3.5589  0.7057  -1.2228
C  -4.5827  0.3217  -0.3353
C  -3.8773  1.2065  -2.5040
C  -5.9182  0.4517  -0.7171
H  -4.3099  -0.0737  0.6458
C  -5.2182  1.3396  -2.8696
H  -3.0698  1.4720  -3.1911
C  -6.2325  0.9734  -1.9751
H  -6.7028  0.1437  -0.0261
H  -5.4683  1.7276  -3.8567
H  -7.2801  1.0948  -2.2588
C  -1.0384  1.1707  4.6281
N  -0.0670  0.0851  4.6593
C  0.4606  -0.4535  3.5587
N  1.3038  -1.5151  3.7155
O  0.1574  -0.0159  2.3953
H  -1.9141  0.9043  4.0257
H  -0.5933  2.0953  4.2409
H  -1.3591  1.3418  5.6575
H  0.1835  -0.3366  5.5476
H  1.9001  -1.7936  2.9395
H  1.5931  -1.7670  4.6565

=====

(3)
A structure of composition C33H30MnN8O2STe, computed with wB97M-V/def2-TZVPD.

- HOMO (spin up / spin down) (Eh) = -0.154 / -0.175
- relative energy (zero: lowest compared OMol25 entry of this formula, charge and spin) (kcal/mol) = 23.7
- multiplicity = 5
- gap between HOMO and LUMO (spin up / spin down) (eV) = 6.40 / 6.93
- charge = -1

CARTESIAN COORDINATES (ANGSTROEM)
Mn  1.9353  0.0404  2.4025
N  1.1095  -4.0098  3.9390
C  1.5643  -2.8044  3.4777
S  0.3929  -1.5505  3.2016
N  2.8473  -2.6745  3.3181
N  3.1761  -1.3976  2.9165
C  4.4161  -1.1033  2.8911
C  4.7365  0.2511  2.4797
C  5.9971  0.6851  2.2139
C  6.1504  2.0652  1.8580
C  5.0664  2.8222  1.6153
C  3.7267  2.1685  1.5379
N  3.6387  1.0405  2.3849
H  0.1429  -4.2100  3.7523
H  1.7547  -4.7777  3.8551
H  5.1493  -1.8562  3.1567
H  6.8397  0.0152  2.3336
H  7.1427  2.4992  1.8089
H  5.1365  3.8808  1.3949
H  2.9134  2.8554  1.7573
O  0.8217  1.4479  2.7101
N  -0.4728  1.5565  2.7078
C  -0.9094  2.7042  3.0832
C  -2.3411  2.9093  3.1166
N  -3.4691  3.1176  3.1630
C  -0.0422  3.8012  3.4711
N  0.6396  4.6721  3.7755
C  -6.5420  -3.6486  -0.3317
C  -5.1939  -2.9712  -0.3287
C  -4.9427  -1.8686  0.4772
C  -3.7038  -1.2323  0.4861
C  -3.5050  -0.0499  1.4070
C  -2.6729  -1.7100  -0.3478
Te  -0.7249  -0.8169  -0.1650
N  2.0705  0.0129  0.4729
C  2.7290  0.7768  -0.2733
O  3.5488  1.8155  0.0956
C  2.6883  0.6863  -1.7815
C  3.0714  1.7533  -2.5915
C  2.9353  1.6719  -3.9732
C  2.4031  0.5296  -4.5550
C  2.0362  -0.5438  -3.7510
C  2.1890  -0.4681  -2.3745
C  -1.0723  1.0014  -1.2131
C  -0.4124  2.1120  -0.6805
C  -0.5839  3.3801  -1.2156
C  -1.4435  3.5571  -2.2904
C  -2.0640  2.4523  -2.8533
C  -1.8743  1.1622  -2.3533
C  -2.5107  0.0015  -3.0725
C  -2.9092  -2.8344  -1.1555
C  -1.8738  -3.4488  -2.0753
C  -4.1659  -3.4387  -1.1331
H  -7.2159  -3.1852  0.3896
H  -6.4488  -4.7078  -0.0826
H  -7.0071  -3.5846  -1.3184
H  -5.7276  -1.4956  1.1290
H  -4.4080  0.1499  1.9860
H  -3.2508  0.8519  0.8452
H  -2.6799  -0.2283  2.0978
H  3.4655  2.6477  -2.1290
H  3.2399  2.5052  -4.5958
H  2.2812  0.4721  -5.6306
H  1.6228  -1.4410  -4.1984
H  1.9212  -1.2978  -1.7332
H  0.2541  1.9774  0.1638
H  -0.0602  4.2239  -0.7829
H  -1.6274  4.5466  -2.6917
H  -2.7110  2.5848  -3.7151
H  -2.8262  0.3029  -4.0723
H  -3.3772  -0.3848  -2.5340
H  -1.7943  -0.8191  -3.1658
H  -0.9067  -2.9674  -1.9694
H  -2.1908  -3.3603  -3.1180
H  -1.7556  -4.5125  -1.8548
H  -4.3370  -4.3082  -1.7646